(1)
This record from the Open Molecules 2025 dataset describes the molecule C4H5F2NO in a non-equilibrium geometry. The level of theory is ωB97M-V with the def2-TZVPD basis set.

Geometry as XYZ:
```
13
C4H5F2NO, DFT ωB97M-V with the def2-TZVPD basis set
O -2.9978 -0.4162 0.0272
C -1.8288 -0.3004 -0.2713
N -1.1354 0.8544 -0.0709
C 0.2437 0.8693 -0.4435
C 1.3431 1.1570 0.6310
C 1.1655 -0.1950 0.0421
F 2.1168 -0.6437 -0.7752
F 0.7263 -1.2126 0.8090
H -1.2507 -1.1143 -0.6828
H -1.6046 1.6553 0.3606
H 0.5013 1.2529 -1.4425
H 2.2092 1.7389 0.3383
H 0.9462 1.3370 1.6508
```

For the total energy, the calculation gives -485.1151 Ha. Its max |F| is 0.0364 hartree/bohr. The highest occupied orbital energy comes out at -10.094 eV. As for the structure (SMILES): O=CN[C@H]1CC1(F)F. Its charge is 0. As for the relative energy (zero: lowest compared OMol25 entry of this formula, charge and spin): 3.57 kcal/mol.

***

(2)
This record from the Open Molecules 2025 dataset describes the molecule C4H5F2NS in a non-equilibrium geometry. The level of theory is ωB97M-V with the def2-TZVPD basis set.

Geometry as XYZ:
```
13
C4H5F2NS, DFT ωB97M-V with the def2-TZVPD basis set
F -0.3561 1.7177 2.0184
C -0.8624 1.2684 0.8553
F -2.1929 0.9593 0.8495
C -0.1688 -0.0612 0.5532
N 1.2214 0.1689 0.0837
C 0.9751 -0.8207 -1.0658
C -0.5417 -0.7385 -0.7917
S -1.7685 -1.2650 -1.6667
H -0.6664 1.9257 0.0574
H -0.2692 -0.7036 1.4110
H 2.1845 -0.0339 0.5889
H 1.2000 -1.8120 -0.7553
H 1.2449 -0.6052 -2.1379
```

For the total energy, the calculation gives -808.0119 Ha. Its max |F| is 0.0664 hartree/bohr. The highest occupied orbital energy comes out at -8.896 eV. As for the structure (SMILES): FC(F)[C@@H]1NCC1=S. Its charge is 0. As for the relative energy (zero: lowest compared OMol25 entry of this formula, charge and spin): 36.94 kcal/mol.

***

(3)
This record from the Open Molecules 2025 dataset describes a cluster of 2 separate species, C4H5F3NO3 in total in a non-equilibrium geometry. The level of theory is ωB97M-V with the def2-TZVPD basis set.

Geometry as XYZ:
```
16
C4H5F3NO3, DFT ωB97M-V with the def2-TZVPD basis set
C 1.0973 0.2562 -2.2839
C -0.4573 -1.2462 1.1095
C 0.2123 -0.2482 0.1153
C 0.0168 1.3816 0.9359
N 0.6824 1.7748 1.9513
O 0.6729 0.7322 -3.2734
O 2.1677 0.0880 -1.7912
O -0.1565 -0.0623 -1.1985
F -1.0217 2.0547 0.5698
F 1.6728 0.8800 2.3911
F -2.5344 -0.4865 -1.3120
H -0.4617 -1.0487 2.2513
H -0.0051 -2.1498 1.1220
H -1.4839 -1.5462 0.7895
H 1.2402 -0.2448 -0.0667
H -1.6419 -0.1346 -1.3100
```

For the total energy, the calculation gives -735.4639 Ha. Its max |F| is 0.1065 hartree/bohr. The highest occupied orbital energy comes out at -6.175 eV. Its charge is -1. As for the relative energy (zero: lowest compared OMol25 entry of this formula, charge and spin): 67.11 kcal/mol.

***

(4)
This record from the Open Molecules 2025 dataset describes the molecule C4H5F3O in a non-equilibrium geometry. The level of theory is ωB97M-V with the def2-TZVPD basis set.

Geometry as XYZ:
```
13
C4H5F3O, DFT ωB97M-V with the def2-TZVPD basis set
C 0.4696 0.9219 0.1212
C 1.0776 -0.3590 0.6366
C -1.0670 -0.8919 -0.5326
C -1.0505 0.5425 -0.0512
O 2.2016 -0.9629 0.2382
F -2.0025 -1.8227 -0.1550
F -1.5577 0.6685 1.1916
F -1.7175 1.4677 -0.8232
H 0.3221 1.6253 0.8365
H 1.0425 1.2535 -0.7080
H 0.8270 -0.8558 1.5906
H -0.9115 -0.9520 -1.6140
H 2.3661 -0.6350 -0.7308
```

For the total energy, the calculation gives -530.1082 Ha. Its max |F| is 0.0802 hartree/bohr. The highest occupied orbital energy (spin up / spin down) comes out at -8.505 / -7.649 eV. Its charge is 0. As for the relative energy (zero: lowest compared OMol25 entry of this formula, charge and spin): 70.70 kcal/mol.

***

(5)
This record from the Open Molecules 2025 dataset describes the molecule C4H5FN2 in a non-equilibrium geometry. The level of theory is ωB97M-V with the def2-TZVPD basis set.

Geometry as XYZ:
```
12
C4H5FN2, DFT ωB97M-V with the def2-TZVPD basis set
C -0.5926 1.4328 1.1434
C -0.2193 0.3242 0.2357
C 1.0836 -0.0487 -0.2520
C 0.8363 -1.1771 -0.9483
F 1.6255 -2.0831 -1.6317
N -0.4954 -1.4426 -0.8612
N -1.1277 -0.5038 -0.1744
H -1.4203 1.9889 0.7007
H -0.9557 0.9955 2.0761
H 0.2035 2.1002 1.3153
H 1.9565 0.5617 -0.1687
H -0.8944 -2.1480 -1.4351
```

For the total energy, the calculation gives -364.7697 Ha. Its max |F| is 0.0456 hartree/bohr. The highest occupied orbital energy comes out at -9.471 eV. As for the structure (SMILES): Cc1cc(F)[nH]n1. Its charge is 0. As for the relative energy (zero: lowest compared OMol25 entry of this formula, charge and spin): 21.07 kcal/mol.

***

(6)
This record from the Open Molecules 2025 dataset describes the molecule C4H5FN2S in a non-equilibrium geometry. The level of theory is ωB97M-V with the def2-TZVPD basis set.

Geometry as XYZ:
```
13
C4H5FN2S, DFT ωB97M-V with the def2-TZVPD basis set
C 1.1239 1.8328 0.2958
S -0.0226 1.5008 -1.0344
C -0.2762 -0.1134 -0.5942
N -0.6466 -1.0098 -1.5513
C -0.4723 -0.5027 0.7133
F -0.6082 0.4689 1.6502
C -0.9065 -1.8875 1.0968
N -1.3776 -2.9311 1.4047
H 1.8454 2.5246 -0.2224
H 0.4856 2.1531 1.1045
H 1.7506 0.9824 0.5763
H -1.0627 -1.8252 -1.2481
H 0.1672 -1.1929 -2.1912
```

For the total energy, the calculation gives -762.9159 Ha. Its max |F| is 0.0867 hartree/bohr. The highest occupied orbital energy comes out at -8.714 eV. As for the structure (SMILES): CS/C(N)=C(\F)C#N. Its charge is 0. As for the relative energy (zero: lowest compared OMol25 entry of this formula, charge and spin): 45.94 kcal/mol.

***

(7)
This record from the Open Molecules 2025 dataset describes the molecule C4H5FO in a non-equilibrium geometry. The level of theory is ωB97M-V with the def2-TZVPD basis set.

Geometry as XYZ:
```
11
C4H5FO, DFT ωB97M-V with the def2-TZVPD basis set
C 1.1802 0.8471 0.8977
C 0.0462 1.0966 0.2309
F -0.4225 2.3253 0.2434
C -0.6990 0.0857 -0.6495
C -0.5200 -1.3996 -0.3594
O -1.3775 0.4724 -1.5617
H 1.5728 -0.0827 1.0321
H 1.6488 1.7447 1.1334
H -0.0543 -1.8722 -1.2585
H -1.5655 -1.7905 -0.1675
H 0.1909 -1.4268 0.4590
```

For the total energy, the calculation gives -330.4728 Ha. Its max |F| is 0.0684 hartree/bohr. The highest occupied orbital energy comes out at -10.070 eV. As for the structure (SMILES): C=C(F)C(C)=O. Its charge is 0. As for the relative energy (zero: lowest compared OMol25 entry of this formula, charge and spin): 9.39 kcal/mol.

***

(8)
This record from the Open Molecules 2025 dataset describes the molecule C4H5FO in a non-equilibrium geometry. The level of theory is ωB97M-V with the def2-TZVPD basis set.

Geometry as XYZ:
```
11
C4H5FO, DFT ωB97M-V with the def2-TZVPD basis set
C 0.6822 -1.1176 1.9789
C 0.5429 -0.8622 0.8077
C 0.4599 -0.5008 -0.6080
F 1.6334 0.0427 -1.0508
C -0.7171 0.4670 -0.7677
O -0.4075 1.4871 0.1340
H 0.8546 -1.2713 3.0038
H 0.2779 -1.4099 -1.2238
H -0.8148 0.9323 -1.7799
H -1.5998 -0.0822 -0.4119
H -0.9117 2.3150 -0.0822
```

For the total energy, the calculation gives -330.4256 Ha. Its max |F| is 0.0491 hartree/bohr. The highest occupied orbital energy comes out at -10.112 eV. As for the structure (SMILES): C#C[C@H](F)CO. Its charge is 0. As for the relative energy (zero: lowest compared OMol25 entry of this formula, charge and spin): 39.00 kcal/mol.

***

(9)
This record from the Open Molecules 2025 dataset describes the molecule C4H5FO in a non-equilibrium geometry. The level of theory is ωB97M-V with the def2-TZVPD basis set.

Geometry as XYZ:
```
11
C4H5FO, DFT ωB97M-V with the def2-TZVPD basis set
C 1.7835 1.0968 -0.1588
C 1.0071 0.0741 0.1114
F 1.5111 -1.1853 -0.1179
C -0.3965 0.0240 0.6852
C -1.4798 -0.0603 -0.3690
O -2.6241 0.1190 -0.1207
H 2.8139 0.9324 -0.5102
H 1.4473 2.1503 -0.1653
H -0.6331 0.9947 1.1738
H -0.5734 -0.8609 1.3411
H -1.1479 -0.3078 -1.4258
```

For the total energy, the calculation gives -330.4768 Ha. Its max |F| is 0.0372 hartree/bohr. The highest occupied orbital energy comes out at -9.874 eV. As for the structure (SMILES): C=C(F)CC=O. Its charge is 0. As for the relative energy (zero: lowest compared OMol25 entry of this formula, charge and spin): 6.89 kcal/mol.

***

(10)
This record from the Open Molecules 2025 dataset describes the molecule C4H5FO2 in a non-equilibrium geometry. The level of theory is ωB97M-V with the def2-TZVPD basis set.

Geometry as XYZ:
```
12
C4H5FO2, DFT ωB97M-V with the def2-TZVPD basis set
C -1.7505 0.8730 -0.0109
C -1.1446 -0.4817 0.1017
C 0.1602 -0.7913 -0.0436
O 1.1596 0.1897 -0.0498
C 2.4299 -0.0631 -0.0613
O 3.0700 -1.0521 0.0058
F 3.0196 1.1740 -0.0772
H -2.5399 0.9048 0.7496
H -2.1583 0.7737 -0.9746
H -0.9926 1.5048 0.2701
H -1.7441 -1.2789 -0.1115
H 0.4906 -1.7530 0.2016
```

For the total energy, the calculation gives -405.7229 Ha. Its max |F| is 0.0716 hartree/bohr. The highest occupied orbital energy comes out at -9.810 eV. As for the structure (SMILES): C/C=C\OC(=O)F. Its charge is 0. As for the relative energy (zero: lowest compared OMol25 entry of this formula, charge and spin): 27.77 kcal/mol.

***

(11)
This record from the Open Molecules 2025 dataset describes the molecule C4H5FO3 in a non-equilibrium geometry. The level of theory is ωB97M-V with the def2-TZVPD basis set.

Geometry as XYZ:
```
13
C4H5FO3, DFT ωB97M-V with the def2-TZVPD basis set
O 0.3042 1.9161 -1.8176
C 0.3381 0.7563 -1.4578
O 1.3322 0.0753 -2.0206
C -0.7525 0.0285 -0.7419
O -0.4195 -1.2975 -0.2569
C -0.7474 -0.3090 0.7241
C 0.4664 0.0055 1.4892
F 0.2349 -0.9797 2.4933
H 1.0369 -0.8949 -1.8313
H -1.8537 0.1306 -1.1282
H -1.7198 -0.4607 1.3702
H 1.4848 0.0302 1.1359
H 0.2952 0.9993 2.0415
```

For the total energy, the calculation gives -480.9235 Ha. Its max |F| is 0.0935 hartree/bohr. The highest occupied orbital energy comes out at -10.726 eV. As for the structure (SMILES): O=C(O)[C@H]1O[C@H]1CF. Its charge is 0. As for the relative energy (zero: lowest compared OMol25 entry of this formula, charge and spin): 36.57 kcal/mol.

***

(12)
This record from the Open Molecules 2025 dataset describes the molecule C4H5FS in a non-equilibrium geometry. The level of theory is ωB97M-V with the def2-TZVPD basis set.

Geometry as XYZ:
```
11
C4H5FS, DFT ωB97M-V with the def2-TZVPD basis set
F -1.3724 -1.7115 2.8302
C -1.0142 -1.0752 1.7166
C -0.1174 -0.0873 1.6452
C 0.2061 0.2229 0.1572
C -0.6998 -0.6503 -0.8292
S -1.7834 -1.6829 0.2548
H 0.6921 0.2155 2.3689
H 0.0036 1.3305 0.2026
H 1.2409 -0.0239 -0.0148
H -1.4761 -0.1005 -1.3346
H -0.1377 -1.2499 -1.5908
```

For the total energy, the calculation gives -653.4171 Ha. Its max |F| is 0.0435 hartree/bohr. The highest occupied orbital energy comes out at -8.241 eV. As for the structure (SMILES): FC1=CCCS1. Its charge is 0. As for the relative energy (zero: lowest compared OMol25 entry of this formula, charge and spin): 14.99 kcal/mol.